{
  "formula": "C3H8NS",
  "method": "ωB97M-V with the def2-TZVPD basis set",
  "species": ["S", "N", "C", "C", "C", "H", "H", "H", "H", "H", "H", "H", "H"],
  "xyz": [[-1.034, 1.434, 1.618], [2.104, 0.130, -1.125], [2.289, -1.261, -1.574], [-2.690, 0.865, 2.148], [0.888, 0.447, -1.010], [-2.890, -0.157, 1.850], [-2.641, 0.893, 3.237], [0.439, 1.229, -0.388], [-3.451, 1.550, 1.765], [0.094, -0.201, -1.437], [3.306, -1.644, -1.648], [1.805, -1.364, -2.559], [1.782, -1.923, -0.877]],
  "atomic_forces_ev_per_a": [[0.1690, -0.0216, -0.2746], [0.5297, -0.3844, 0.8503], [-0.6520, 0.1953, -0.8337], [0.6787, 0.4688, 0.2722], [-0.8607, -0.4875, -0.0414], [-0.1851, -0.2019, -0.2081], [-0.5666, -0.0117, 0.0766], [0.6336, 0.4993, -0.4284], [-0.1541, -0.2351, 0.1693], [0.1566, -0.0720, 0.2062], [0.2339, 0.6504, 0.0171], [0.1555, -0.2950, 0.1222], [-0.1386, -0.1045, 0.0722]],
  "lumo_energy_ha": 0.140,
  "homo_energy_ha": -0.0841,
  "charge": -1,
  "e_tot_ev": -15565.3691,
  "gap_ev": 6.1
}